[1]
Entry from OMol25: a gas-phase ion, C4H2NO3 (charge -1) in a non-equilibrium geometry (the ωB97M-V functional and the def2-TZVPD basis).

Structure (XYZ):
```
10
Properties=species:S:1:pos:R:3:nbo_charge:R:1
C 1.85025 -0.43076 -1.89299 0.264
C -0.75985 -1.33816 -2.22201 0.772
C -0.01703 0.37619 -0.17740 -0.119
C 0.29777 -0.63537 -1.15613 0.116
N 2.89459 -0.29206 -2.41031 -0.438
O -0.87561 -0.65151 -3.24025 -0.738
O -1.36900 -2.31354 -1.82880 -0.716
O 0.40949 -0.88819 0.22751 -0.481
H 0.92005 1.12796 -0.12581 0.143
H -0.89106 0.90011 0.26105 0.198
```

* total charge: -1
* HOMO: -5.133 eV
* molecular weight: 112.06 g mol⁻¹
* gap between HOMO and LUMO: 8.9 eV
* SMILES string: N#C[C@]1(C(=O)[O-])CO1



[2]
Entry from OMol25: a molecular structure, CH4INS in a non-equilibrium geometry (the ωB97M-V functional and the def2-TZVPD basis).

Structure (XYZ):
```
8
Properties=species:S:1:pos:R:3:nbo_charge:R:1
C -0.03333 0.51359 0.03365 -0.430
N 0.43310 -0.20302 1.23070 -0.701
S -0.23936 0.25916 2.61015 0.469
I 1.61404 2.94214 2.99208 -0.406
H -1.11066 0.57196 0.14307 0.216
H 0.32077 1.49728 -0.11232 0.230
H 0.14934 -0.26467 -0.76122 0.206
H 1.46109 -0.53637 1.13354 0.416
```

* HOMO (alpha / beta): -8.776 / -8.774 eV
* molecular weight: 189.02 g mol⁻¹
* gap between HOMO and LUMO (alpha / beta): 6.2 / 6.2 eV



[3]
Entry from OMol25: a molecular structure, C4H4FN in a non-equilibrium geometry (the ωB97M-V functional and the def2-TZVPD basis).

Structure (XYZ):
```
10
Properties=species:S:1:pos:R:3:nbo_charge:R:1
C 2.39027 2.00010 -1.65549 0.195
C 0.35977 0.69107 -0.66900 -0.147
C 1.60675 1.07592 -0.91488 0.293
C 0.10614 -0.36637 0.32809 -0.646
N 3.06897 2.64833 -2.30503 -0.213
F 2.78577 0.11978 -0.01527 -0.455
H -0.49175 1.12786 -1.15808 0.246
H 0.99924 -0.72180 0.58936 0.258
H -0.34046 -1.31868 -0.06017 0.234
H -0.59937 -0.02012 1.02278 0.234
```

* HOMO: -10.864 eV
* molecular weight: 85.08 g mol⁻¹
* gap between HOMO and LUMO: 10.4 eV



[4]
Entry from OMol25: 2 unconnected molecules or ions with the total composition C3H8S2 (the ωB97M-V functional and the def2-TZVPD basis).

Structure (XYZ):
```
13
Properties=species:S:1:pos:R:3:nbo_charge:R:1
C -1.89518 0.15335 1.78438 -0.391
C -3.13354 0.39195 2.18020 -0.384
H -1.16784 -0.28110 2.46244 0.193
H -1.55552 0.43282 0.79576 0.194
H -3.47177 0.33377 3.20334 0.194
H -3.87056 0.74574 1.46459 0.188
C 1.06642 1.60358 -0.47950 -0.742
S 0.62178 0.16152 -1.49634 0.075
S 1.29840 -1.35140 -0.26313 -0.147
H 2.07909 1.91521 -0.70061 0.217
H 0.38975 2.43338 -0.67754 0.231
H 1.03096 1.28435 0.55253 0.232
H 0.18819 -2.09876 -0.35358 0.140
```

* HOMO: -8.574 eV
* molecular weight: 108.23 g mol⁻¹
* gap between HOMO and LUMO: 9.1 eV
* SMILES string: C=C.CSS



[5]
Entry from OMol25: a molecular structure, C36H32Cl3N7O3Tl in a non-equilibrium geometry (the ωB97M-V functional and the def2-TZVPD basis).

Structure (XYZ):
```
82
Properties=species:S:1:pos:R:3:mulliken_charge:R:1
Tl -0.34708 -0.15595 0.49073 1.248
C -3.41762 0.39064 -1.62115 -0.608
C -3.09436 -1.08219 -1.77392 1.535
C -3.14835 -1.64596 -3.02601 -0.804
C -2.93497 -2.99577 -3.20442 -0.950
C -2.68563 -3.81970 -2.11034 -0.809
C -2.71561 -3.38186 -0.79878 0.803
C -2.37505 -4.34961 0.31588 -1.541
C -2.94058 -1.96179 -0.63187 0.144
N -3.05165 -1.31069 0.53268 0.178
C -3.43993 -1.95175 1.70469 -0.317
O -4.30047 -2.78837 1.72184 -0.571
C -2.78900 -1.48612 3.00604 0.369
C -3.32851 -1.96033 4.18182 -0.881
C -2.70201 -1.62993 5.36253 -0.598
C -1.55275 -0.87177 5.32813 -0.880
C -1.09468 -0.43830 4.08471 0.378
N -1.71918 -0.71464 2.94370 0.720
C 0.12742 0.47054 4.10231 -0.391
O 0.71435 0.64414 5.14880 -0.599
N 0.38687 1.15500 2.96254 -0.066
C 1.63267 1.52623 2.64588 0.423
C 1.72647 2.78450 1.94180 0.995
C 0.52706 3.71466 1.76501 -1.186
C 2.96057 3.22791 1.55033 -0.540
C 4.11064 2.46061 1.78134 -0.943
C 4.01467 1.24247 2.45945 -0.896
C 2.82170 0.74151 2.98417 1.236
C 2.80996 -0.57999 3.68558 -1.428
H -4.34960 0.53868 -1.04283 0.307
H -3.48821 0.84675 -2.61283 0.422
H -2.63335 0.91301 -1.07797 -0.455
H -3.31702 -1.03540 -3.91727 0.401
H -2.95870 -3.45017 -4.17542 0.452
H -2.44942 -4.87116 -2.29541 0.413
H -1.82923 -5.21883 -0.02086 0.468
H -3.22938 -4.74564 0.84131 0.346
H -1.75353 -3.83075 1.06624 0.159
H -4.20656 -2.57518 4.20017 0.594
H -3.09235 -1.89131 6.34058 0.437
H -0.96685 -0.58273 6.17423 0.624
H 0.48211 4.38353 2.62037 0.425
H -0.39788 3.14487 1.76689 -0.124
H 0.65455 4.26041 0.84885 0.476
H 3.07168 4.21992 1.12358 0.508
H 5.08099 2.81082 1.46465 0.458
H 4.91822 0.63447 2.63451 0.378
H 3.70080 -1.14635 3.41117 0.463
H 1.90434 -1.11376 3.49452 0.127
H 2.88121 -0.46735 4.77955 0.305
Cl 4.25876 -4.01287 1.42555 -0.087
C 2.65489 -4.70508 1.58786 0.810
Cl 2.53676 -5.68000 3.05439 -0.086
Cl 2.27346 -5.75582 0.22129 -0.093
C 1.73119 -3.62530 1.62569 -0.304
N 0.99992 -2.75739 1.67265 -0.234
C -0.88195 4.37779 -2.33848 -1.151
C -1.17160 3.39884 -1.40023 -0.424
N -0.33872 2.36304 -1.20994 0.357
C 0.80525 2.29170 -1.89076 0.034
C 1.19106 3.24669 -2.83272 -0.097
C 0.31022 4.30527 -3.02579 -0.431
C 2.53642 3.27094 -3.46753 -0.845
C 3.15953 2.39477 -4.23185 -0.742
C 2.62293 1.13151 -4.78397 1.191
C 3.29589 0.47184 -5.79918 -0.782
C 2.74457 -0.71481 -6.29581 -0.223
N 1.55148 -1.17028 -5.85949 -0.576
C 0.98732 -0.43974 -4.91562 -0.105
N 1.44436 0.65419 -4.35243 -0.236
H -1.55358 5.18776 -2.52446 0.478
H -2.07151 3.37508 -0.78687 0.451
H 1.46417 1.44798 -1.64311 0.513
H 0.52507 5.07437 -3.76150 0.525
H 3.11624 4.16578 -3.23297 0.394
H 4.15027 2.68125 -4.57907 0.296
H 4.21433 0.86017 -6.21746 0.401
H 3.22048 -1.32627 -7.06097 0.415
H 0.00690 -0.82563 -4.57111 0.421
O -2.48100 1.56171 1.03003 -0.599
H -2.37675 1.83350 1.94277 0.277
H -3.14315 0.86170 1.06361 0.247
```

* total charge: +1
* HOMO (alpha / beta): -10.925 / -11.020 eV
* molecular weight: 921.44 g mol⁻¹
* gap between HOMO and LUMO (alpha / beta): 6.1 / 6.4 eV



[6]
Entry from OMol25: 2 unconnected molecules or ions with the total composition C3H4N2 in a non-equilibrium geometry (the ωB97M-V functional and the def2-TZVPD basis).

Structure (XYZ):
```
9
Properties=species:S:1:pos:R:3:nbo_charge:R:1
N 1.29643 0.58129 0.33210 -0.426
C 0.27582 -1.24232 0.47106 -0.172
C -0.92149 -0.92083 0.20986 -0.323
C -0.78079 0.99722 -0.52352 0.034
N 0.39546 1.26935 -0.27643 -0.172
H 2.12687 0.58474 -0.27626 0.356
H 1.12007 -1.86353 0.71650 0.239
H -1.98004 -1.13794 0.20402 0.246
H -1.51692 1.74542 -0.86382 0.217
```

* HOMO: -8.993 eV
* molecular weight: 68.08 g mol⁻¹
* gap between HOMO and LUMO: 10.0 eV



[7]
Entry from OMol25: a molecular structure, C38H53N4OP2PbS in a non-equilibrium geometry (the ωB97M-V functional and the def2-TZVPD basis).

Structure (XYZ):
```
100
Properties=species:S:1:pos:R:3:mulliken_charge:R:1
C -1.62554 -1.29738 -1.96467 -0.744
C 0.66279 -1.51046 -1.85306 -0.718
C -1.70580 -2.27255 -2.96142 -0.779
C 0.64222 -2.65447 -2.66529 -0.943
C -0.56980 -3.03239 -3.24640 -0.883
H -2.64036 -2.37513 -3.51419 0.504
H 1.57174 -3.18861 -2.85674 0.568
H -0.62089 -3.86055 -3.95311 0.442
N -0.48753 -1.09843 -1.26838 1.393
P -2.85496 0.30719 -0.02357 0.510
P 3.30291 -0.42348 -0.58382 0.240
C -2.72416 -0.25330 -1.77156 -0.706
H -2.46218 0.62558 -2.39146 0.360
H -3.67332 -0.62633 -2.18098 0.683
C 0.54491 3.10258 1.90429 0.197
O 1.15191 4.02818 2.17798 -0.189
C 1.82621 -0.54327 -1.88338 0.407
H 2.36953 -0.79360 -2.79769 0.629
C 4.64916 0.41537 -1.66069 2.069
C 3.82688 -1.07379 1.15811 2.249
C -3.59173 2.04437 -0.10550 1.944
C -4.00619 -1.05430 0.64075 2.094
C 4.61404 1.93032 -1.36484 -1.578
H 4.80274 2.15904 -0.30769 0.275
H 5.40351 2.40968 -1.96646 0.505
H 3.65060 2.37636 -1.64719 0.193
C 6.03145 -0.17986 -1.33994 -1.952
H 6.36562 0.01394 -0.31425 0.269
H 6.04112 -1.25971 -1.54043 0.399
H 6.76738 0.28269 -2.01512 0.502
C 4.45215 0.24311 -3.18046 -2.092
H 5.27168 0.77647 -3.68486 0.615
H 4.49567 -0.80926 -3.48974 0.300
H 3.52204 0.69971 -3.53658 0.496
C 4.69481 -0.04386 1.89343 -1.574
H 4.10855 0.84705 2.16107 0.222
H 5.04852 -0.49485 2.83352 0.496
H 5.58142 0.28366 1.33905 0.267
C 2.61409 -1.38580 2.05059 -1.907
H 2.06346 -0.48031 2.34854 -0.010
H 1.91457 -2.09756 1.59885 0.248
H 2.96326 -1.85065 2.98569 0.740
C 4.55513 -2.37637 0.79809 -1.698
H 5.46678 -2.20170 0.21271 0.289
H 4.83833 -2.91697 1.71210 0.549
H 3.88939 -3.02777 0.21176 0.261
C -4.55151 -0.62767 2.01056 -2.021
H -5.10990 -1.47600 2.43326 0.551
H -3.74669 -0.37450 2.71564 0.314
H -5.25106 0.21662 1.94042 0.307
C -3.12686 -2.30364 0.81822 -1.937
H -2.73312 -2.67511 -0.13649 0.248
H -2.28555 -2.10975 1.49868 0.213
H -3.73745 -3.10448 1.26025 0.645
C -5.16873 -1.39303 -0.30799 -1.793
H -5.82830 -2.10212 0.21512 0.530
H -5.77277 -0.51750 -0.57697 0.244
H -4.83282 -1.89130 -1.22646 0.393
C -2.71875 2.92850 -1.02140 -1.913
H -2.85279 2.67203 -2.08059 0.368
H -3.03572 3.97543 -0.89361 0.586
H -1.64535 2.86932 -0.78110 0.336
C -3.59115 2.63820 1.31662 -1.501
H -2.57300 2.75352 1.71660 0.109
H -4.04945 3.63673 1.27414 0.539
H -4.17130 2.03168 2.02394 0.285
C -5.02571 1.99924 -0.64702 -1.903
H -5.08543 1.53143 -1.63974 0.319
H -5.71960 1.49195 0.03738 0.333
H -5.37913 3.03735 -0.74976 0.524
Pb -0.11935 0.53526 0.86736 1.297
N 1.09038 1.45902 -0.73359 -0.706
C 1.33684 0.82657 -1.82998 -0.332
C 1.14022 1.58065 -3.11088 0.521
C 0.98321 2.97457 -3.04416 -0.186
C 1.09819 0.93427 -4.36007 -0.177
C 0.83364 3.72372 -4.21075 -0.935
H 1.00550 3.45450 -2.06256 0.431
C 0.95769 1.68781 -5.52845 -0.922
H 1.19328 -0.15346 -4.40061 0.354
C 0.81771 3.07915 -5.45534 -0.621
H 0.74599 4.80826 -4.14211 0.441
H 0.97379 1.17805 -6.49234 0.446
H 0.69580 3.65885 -6.36870 0.428
N 0.15375 -3.44924 2.33729 -0.263
C -0.34561 -2.67343 3.34848 0.098
N -0.69177 -1.40707 3.21551 0.412
C -1.09458 -0.85832 4.43938 -0.299
C -1.49738 0.46900 4.67035 -0.305
C -1.89668 0.83731 5.95959 -0.682
C -1.89854 -0.10112 7.00285 -0.613
C -1.48355 -1.42020 6.77986 -0.409
C -1.07344 -1.78823 5.50416 0.519
S -0.46833 -3.35323 4.95343 -0.291
H 0.28559 -4.42611 2.57361 0.233
H -0.12325 -3.22475 1.38531 0.136
H -1.46730 1.17967 3.83497 0.295
H -2.21054 1.86545 6.14971 0.416
H -2.22063 0.20306 7.99582 0.385
H -1.47064 -2.16953 7.56501 0.408
```

* total charge: +1
* HOMO: -8.339 eV
* molecular weight: 883.08 g mol⁻¹
* gap between HOMO and LUMO: 5.3 eV



[8]
Entry from OMol25: C2H4N2O2 in the gas phase in a non-equilibrium geometry (the ωB97M-V functional and the def2-TZVPD basis).

Structure (XYZ):
```
10
Properties=species:S:1:pos:R:3:nbo_charge:R:1
C 0.77663 0.23127 0.59250 0.308
N 0.24463 1.21253 -0.19804 -0.362
C -1.30505 -0.68048 -0.42936 0.436
O -1.46983 0.02100 -1.42741 -0.558
O 1.81510 -0.48551 0.05908 -0.679
N -0.59262 -0.48932 0.65184 -0.363
H 1.72777 -0.48063 -0.90487 0.488
H -0.33187 1.85854 0.34409 0.360
H 0.98924 0.45285 1.63942 0.196
H -1.85399 -1.64025 -0.32727 0.174
```

* HOMO (alpha / beta): -9.919 / -9.840 eV
* molecular weight: 88.07 g mol⁻¹
* gap between HOMO and LUMO (alpha / beta): 8.3 / 7.9 eV